Formula: C34H48F7NO29S3
Source: the OMol25 dataset
Level of theory: wB97M-V/def2-TZVPD

Calculated values
* E_tot: -148429.2862 eV
* HOMO level: -10.21 eV
* SMILES: O=C1OC[C@@H](F)O1.O=C1OC[C@@H](F)O1.O=C1OC[C@@H](F)O1.O=C1OC[C@@H](F)O1.O=C1OC[C@@H](F)O1.O=C1OC[C@@H](F)O1.O=C1OC[C@@H](F)O1.C[N+](=O)[O-].O=S1(=O)CCCC1.O=S1(=O)CCCC1.O=S1(=O)CCCC1
* max |F|: 2.26 eV/Å
* Kohn-Sham gap: 9.75 eV

Geometry as XYZ:
```
122
C34H48F7NO29S3 | the OMol25 dataset | wB97M-V/def2-TZVPD
C 4.161 -1.282 -2.895
N 3.425 -2.542 -2.627
O 2.267 -2.494 -2.948
O 3.984 -3.474 -2.126
H 5.123 -1.340 -2.400
H 3.573 -0.460 -2.490
H 4.171 -1.124 -3.968
C -2.860 -2.224 4.117
C -1.742 -1.188 3.974
C -0.437 -1.855 4.369
S -0.843 -3.022 5.701
O -0.525 -2.501 7.003
O -0.367 -4.337 5.352
C -2.650 -2.983 5.404
H -2.834 -2.854 3.218
H -3.841 -1.743 4.083
H -1.879 -0.390 4.704
H -1.740 -0.684 3.012
H 0.383 -1.229 4.701
H -0.123 -2.536 3.575
H -2.958 -2.305 6.205
H -3.037 -3.990 5.499
C 1.230 -1.082 -0.322
C -0.230 -0.977 0.157
C -0.477 0.455 0.591
S 1.000 0.967 1.460
O 1.095 0.412 2.786
O 1.105 2.389 1.187
C 2.058 0.076 0.291
H 1.126 -1.030 -1.405
H 1.695 -2.035 -0.076
H -0.371 -1.607 1.041
H -0.956 -1.225 -0.598
H -1.386 0.634 1.162
H -0.471 1.122 -0.272
H 2.998 -0.203 0.759
H 2.233 0.761 -0.536
C 1.251 1.105 -4.751
C 2.605 1.195 -5.468
C 2.622 0.016 -6.440
S 0.838 -0.183 -6.947
O 0.488 -1.536 -6.579
O 0.568 0.301 -8.273
C 0.150 0.984 -5.760
H 1.067 1.963 -4.102
H 1.221 0.212 -4.111
H 3.453 1.234 -4.793
H 2.546 2.137 -6.019
H 2.956 -0.942 -6.058
H 3.018 0.215 -7.436
H -0.851 0.720 -5.453
H 0.128 1.949 -6.275
C 5.166 4.299 -1.388
C 5.517 2.810 -1.267
O 5.891 2.508 -2.594
C 5.163 3.348 -3.403
O 5.075 3.217 -4.573
O 4.530 4.295 -2.667
F 4.378 2.086 -1.001
H 6.033 4.955 -1.427
H 4.542 4.487 -0.514
H 6.281 2.619 -0.518
C -4.985 -3.346 0.683
C -5.266 -4.857 0.438
O -4.033 -5.347 -0.014
C -3.137 -4.352 -0.201
O -2.027 -4.475 -0.587
O -3.718 -3.157 0.060
F -6.173 -5.001 -0.592
H -4.860 -3.074 1.729
H -5.806 -2.801 0.224
H -5.592 -5.370 1.340
C 0.898 -5.495 -0.580
C 2.309 -5.986 -0.310
O 2.505 -6.983 -1.294
C 1.282 -7.384 -1.755
O 1.111 -8.212 -2.577
O 0.317 -6.669 -1.166
F 2.443 -6.524 0.930
H 0.795 -4.714 -1.335
H 0.381 -5.191 0.325
H 3.128 -5.290 -0.479
C -3.421 -1.756 -3.764
C -3.939 -0.363 -4.146
O -2.763 0.375 -4.129
C -1.956 -0.169 -3.172
O -1.165 0.446 -2.544
O -2.232 -1.470 -3.041
F -4.770 0.105 -3.145
H -3.198 -2.273 -4.702
H -4.123 -2.375 -3.214
H -4.554 -0.324 -5.038
C 2.335 4.134 3.422
C 2.767 4.231 4.886
O 1.823 3.394 5.493
C 0.726 3.287 4.698
O -0.250 2.709 4.980
O 0.917 3.967 3.566
F 2.573 5.540 5.294
H 2.733 3.223 2.965
H 2.425 4.978 2.746
H 3.819 3.989 4.995
C -3.201 3.933 5.639
C -3.597 2.476 5.834
O -3.136 1.891 4.648
C -3.071 2.845 3.686
O -2.926 2.647 2.536
O -3.016 4.071 4.243
F -4.966 2.364 5.907
H -2.248 4.050 6.163
H -3.937 4.609 6.064
H -3.154 2.001 6.703
C -0.133 4.906 -0.240
C -1.250 4.535 0.714
O -2.120 3.777 -0.081
C -1.892 4.093 -1.397
O -2.556 3.718 -2.300
O -0.777 4.845 -1.512
F -1.824 5.707 1.161
H 0.677 4.177 -0.190
H 0.262 5.893 -0.020
H -0.989 3.947 1.585
```

---

Formula: C34H48InN3P
Source: the OMol25 dataset
Level of theory: wB97M-V/def2-TZVPD

Calculated values
* E_tot: -54959.3368 eV
* HOMO level (alpha / beta): -3.14 / -3.28 eV
* net charge: -1
* max |F|: 5.71 eV/Å
* ΔE to the lowest compared entry with this formula, charge and spin: 438.54 kJ/mol
* Kohn-Sham gap (alpha / beta): 4.99 / 5.62 eV

Geometry as XYZ:
```
87
C34H48InN3P | the OMol25 dataset | wB97M-V/def2-TZVPD
In -0.335 -0.276 0.121
N 1.409 -3.333 3.532
N 0.144 -2.774 -1.920
C 2.005 2.229 -0.008
C 3.048 1.316 0.322
C 2.922 0.991 1.708
C 3.795 0.097 2.494
H 4.654 -0.219 1.899
H 3.251 -0.810 2.827
H 4.150 0.619 3.394
C 1.791 1.680 2.223
C 1.307 1.599 3.616
H 1.793 2.381 4.224
H 1.539 0.624 4.064
H 0.220 1.752 3.699
C 1.236 2.467 1.170
C 0.155 3.471 1.335
H -0.770 3.021 1.735
H -0.086 3.970 0.383
H 0.484 4.255 2.043
C 4.144 0.895 -0.577
H 4.941 1.659 -0.570
H 3.802 0.787 -1.617
H 4.589 -0.054 -0.250
C 1.842 2.925 -1.312
H 0.802 3.246 -1.478
H 2.129 2.282 -2.156
H 2.480 3.829 -1.351
C 0.687 -4.117 4.271
H 0.964 -4.232 5.325
C -0.473 -4.814 3.772
H -1.037 -5.497 4.443
C -0.791 -4.599 2.404
H -1.638 -5.230 1.965
C -0.128 -3.548 1.694
H -0.169 -3.561 0.579
C 0.709 -2.564 2.561
C 1.225 -1.204 2.702
H 1.580 -1.316 1.539
C -0.076 -1.497 -2.048
C 1.347 -3.079 -2.631
H 2.112 -3.787 -2.152
C 1.262 -2.365 -3.771
H 1.613 -2.652 -4.742
N 0.345 -1.258 -3.410
C 0.317 -0.026 -3.990
C 1.476 0.441 -4.681
C 1.397 1.657 -5.388
H 2.251 1.971 -6.015
C 0.230 2.428 -5.303
C 0.044 3.615 -6.171
H -0.499 4.392 -5.621
H -0.551 3.353 -7.058
H 1.012 4.000 -6.504
C -0.812 2.081 -4.436
H -1.692 2.725 -4.331
C -0.775 0.866 -3.752
C -1.889 0.514 -2.808
H -1.974 -0.569 -2.619
H -2.842 0.863 -3.218
H -1.799 1.019 -1.826
C 2.786 -0.292 -4.588
H 2.763 -1.311 -4.983
H 3.196 -0.334 -3.565
H 3.514 0.223 -5.214
C -1.591 -0.953 4.196
C -2.591 -1.361 3.108
P -2.625 -0.375 1.558
C -3.640 -1.314 0.329
C -4.543 -2.470 0.768
C -3.484 1.241 1.829
C -3.403 1.906 3.205
H -1.640 -1.674 5.028
H -0.555 -0.971 3.822
H -1.800 0.038 4.616
H -2.359 -2.392 2.792
H -3.615 -1.373 3.517
H -4.247 -0.551 -0.183
H -2.915 -1.692 -0.415
H -5.257 -2.167 1.543
H -5.125 -2.798 -0.104
H -3.979 -3.342 1.124
H -3.040 1.926 1.085
H -4.538 1.100 1.538
H -3.858 1.296 3.996
H -2.370 2.144 3.495
H -3.952 2.858 3.176
```

---

Formula: C34H49AsN7O2PdSSi
Source: the OMol25 dataset
Level of theory: wB97M-V/def2-TZVPD

Calculated values
* E_tot: -133607.5124 eV
* HOMO level (alpha / beta): -10.54 / -10.54 eV
* net charge: +1
* max |F|: 1.10 eV/Å
* ΔE to the lowest compared entry with this formula, charge and spin: 0.00 kJ/mol
* Kohn-Sham gap (alpha / beta): 7.91 / 7.91 eV

Geometry as XYZ:
```
96
C34H49AsN7O2PdSSi | the OMol25 dataset | wB97M-V/def2-TZVPD
Pd 0.364 0.816 -0.067
N 6.420 1.459 0.391
C 6.093 0.149 0.251
O 6.734 -0.764 0.725
C 4.831 -0.120 -0.519
C 4.828 -1.023 -1.573
C 3.629 -1.312 -2.194
C 2.467 -0.728 -1.716
N 2.458 0.133 -0.694
C 3.631 0.443 -0.128
H 7.270 1.688 0.881
H 5.945 2.181 -0.120
H 5.755 -1.481 -1.894
H 3.584 -1.995 -3.031
H 1.508 -0.972 -2.149
H 3.609 1.170 0.672
N -2.826 0.457 4.639
C -1.767 -0.245 5.133
O -1.817 -0.865 6.173
C -0.515 -0.232 4.302
C 0.703 -0.430 4.937
C 1.849 -0.481 4.166
C 1.732 -0.327 2.793
N 0.573 -0.121 2.167
C -0.528 -0.095 2.923
H -3.640 0.530 5.226
H -2.709 1.133 3.906
H 0.724 -0.560 6.011
H 2.820 -0.650 4.611
H 2.610 -0.409 2.162
H -1.468 -0.014 2.389
N -7.785 -5.862 -1.745
C -7.086 -4.973 -1.539
C -6.198 -3.867 -1.270
C -4.875 -4.118 -0.918
C -4.025 -3.066 -0.629
C -4.506 -1.767 -0.707
C -5.814 -1.504 -1.076
C -6.666 -2.559 -1.354
N -3.625 -0.690 -0.389
C -3.909 0.423 0.375
C -2.743 1.111 0.472
N -1.751 0.437 -0.221
C -2.321 -0.633 -0.721
H -4.525 -5.140 -0.862
H -2.998 -3.243 -0.329
H -6.161 -0.482 -1.161
H -7.688 -2.372 -1.651
H -4.887 0.602 0.786
H -2.549 2.029 0.991
H -1.839 -1.374 -1.336
C 2.241 -5.138 -0.745
As 0.495 -4.776 -0.037
C 0.479 -5.538 1.723
C -0.706 -5.874 -1.058
S -0.026 -2.753 -0.070
H 2.516 -6.174 -0.552
H 2.953 -4.468 -0.269
H 2.227 -4.952 -1.817
H 0.681 -6.607 1.662
H -0.499 -5.367 2.167
H 1.239 -5.049 2.328
H -0.374 -6.912 -1.046
H -0.737 -5.503 -2.079
H -1.697 -5.800 -0.615
C -1.236 3.989 0.302
Si 0.113 3.071 -0.598
C -0.268 3.147 -2.467
C 0.588 2.153 -3.260
C -0.011 4.572 -2.988
C -1.745 2.802 -2.708
C 1.750 3.880 -0.060
C 1.620 5.410 0.016
C 2.069 3.349 1.350
C 2.896 3.535 -1.020
H -1.162 5.040 0.014
H -1.125 3.928 1.389
H -2.234 3.649 0.040
H 1.646 2.418 -3.256
H 0.254 2.130 -4.303
H 0.492 1.143 -2.858
H 1.014 4.902 -2.822
H -0.680 5.301 -2.522
H -0.194 4.604 -4.068
H -1.975 1.780 -2.401
H -1.965 2.888 -3.777
H -2.421 3.480 -2.181
H 0.906 5.720 0.781
H 1.314 5.856 -0.930
H 2.592 5.839 0.283
H 1.323 3.676 2.079
H 3.042 3.727 1.686
H 2.092 2.257 1.387
H 2.784 4.043 -1.978
H 2.962 2.471 -1.223
H 3.850 3.866 -0.587
```

---

Formula: C34H49BrF26N2O8PS2
Source: the OMol25 dataset
Level of theory: wB97M-V/def2-TZVPD

Calculated values
* E_tot: -227046.2777 eV
* HOMO level: -11.61 eV
* net charge: +1
* max |F|: 8.06 eV/Å
* Kohn-Sham gap: 7.22 eV

Geometry as XYZ:
```
123
C34H49BrF26N2O8PS2 | the OMol25 dataset | wB97M-V/def2-TZVPD
C -2.174 -0.825 3.242
C -2.469 -0.022 4.497
C -1.444 -0.015 5.772
Br -0.016 -1.404 5.314
C -0.819 1.524 5.854
C 0.561 1.704 4.915
C 0.316 1.477 3.316
C 1.489 2.381 2.539
C 2.000 1.710 1.131
C 0.781 1.514 0.048
C -0.342 2.711 0.054
O -1.830 2.364 5.208
C -1.619 3.795 5.322
C -1.590 4.504 3.805
C -1.228 6.110 3.867
C 0.126 6.326 2.911
O -0.352 1.932 7.166
C -1.238 1.727 8.283
S -1.875 3.418 8.813
S -0.082 1.244 9.734
C -2.453 0.602 8.044
N -3.606 1.486 7.522
P -3.065 -0.004 9.766
O -2.230 -1.196 10.379
O -4.750 -0.570 9.747
O -3.117 1.284 10.989
N -2.059 -0.505 7.088
F -0.941 -1.071 7.694
C -2.963 -1.690 6.987
C -4.530 -1.557 6.708
C -5.043 -2.050 5.191
F -5.219 -2.568 7.604
H -1.906 -0.160 2.287
H -2.261 -1.992 3.179
H -3.527 0.531 4.469
H 0.950 2.830 5.016
H 1.476 1.081 5.365
H 0.576 0.351 3.031
H -0.762 1.702 2.926
H 1.139 3.471 2.293
H 2.407 2.476 3.271
H 2.402 0.625 1.406
H 2.854 2.371 0.664
H 0.297 0.458 0.243
H 1.278 1.504 -1.024
H 0.056 3.756 0.408
H -0.693 2.845 -1.074
H -1.288 2.398 0.683
H -0.633 4.148 5.838
H -2.606 4.255 5.812
H -2.713 4.432 3.424
H -0.822 4.005 3.080
H -1.082 6.530 4.957
H -2.100 6.683 3.295
H 1.065 5.858 3.444
H -0.041 5.690 1.925
H 0.259 7.441 2.580
H -2.825 3.948 7.946
H -0.398 2.005 10.871
H -3.874 1.221 6.552
H -4.408 1.488 8.187
H -5.326 0.074 10.289
H -3.902 1.886 10.817
H -2.833 -2.282 8.019
H -2.558 -2.482 6.186
H -5.078 -0.557 6.910
H -5.045 -1.173 4.413
H -6.080 -2.628 5.258
H -4.260 -2.862 4.798
C 1.955 -4.352 -3.034
C 0.534 -4.089 -3.555
C 0.238 -2.637 -3.908
F 0.341 -1.815 -2.838
F -1.036 -2.505 -4.366
F -0.368 -4.574 -2.660
F 0.374 -4.845 -4.687
O 2.096 -4.426 -1.612
C 2.266 -3.175 -0.949
C 1.126 -2.862 0.029
F -0.073 -2.808 -0.606
F 1.307 -1.652 0.622
F 2.452 -2.200 -1.869
F 3.441 -3.274 -0.268
H 2.233 -5.353 -3.384
H 2.699 -3.688 -3.487
H 0.908 -2.274 -4.694
H 1.060 -3.624 0.811
C 2.546 2.960 -6.417
C 1.444 2.716 -7.459
C 0.139 2.166 -6.897
F 0.299 0.955 -6.315
F -0.774 1.991 -7.890
F 1.931 1.920 -8.448
F 1.178 3.923 -8.054
O 3.532 1.930 -6.297
C 3.185 0.852 -5.430
C 3.095 -0.493 -6.163
F 2.155 -0.462 -7.144
F 2.737 -1.492 -5.314
F 2.053 1.161 -4.757
F 4.172 0.798 -4.494
H 3.111 3.834 -6.762
H 2.145 3.262 -5.443
H -0.299 2.851 -6.165
H 4.052 -0.756 -6.622
C 1.471 -3.176 -10.196
C 1.221 -3.872 -11.542
C 1.214 -5.394 -11.486
F 2.401 -5.900 -11.081
F 0.979 -5.918 -12.719
F 2.119 -3.415 -12.455
F -0.006 -3.455 -11.990
O 2.813 -2.745 -9.953
C 3.683 -3.735 -9.410
C 4.857 -4.068 -10.340
F 4.424 -4.543 -11.537
F 5.650 -5.034 -9.803
F 2.962 -4.826 -9.062
F 4.155 -3.214 -8.244
H 0.890 -2.245 -10.216
H 1.058 -3.736 -9.349
H 0.430 -5.764 -10.817
H 5.471 -3.184 -10.530
```